No. 1
C7H6O4 | wB97M-V/def2-TZVPD

The geometry in XYZ format:
```
17
Properties=species:S:1:pos:R:3:forces:R:3
O -0.6562 2.0255 0.3476 0.039 0.313 0.005
C -0.4979 0.6964 0.1740 -0.209 -0.770 -0.082
C -1.5714 -0.1744 -0.0240 -0.128 0.264 0.026
C -1.3738 -1.5351 -0.1880 0.048 0.055 0.002
C -0.1120 -2.1058 -0.1582 0.333 -0.219 -0.039
C 0.9551 -1.2433 0.0367 -0.696 0.839 0.157
C 0.7528 0.1156 0.1979 3.240 1.024 0.241
C 2.2736 0.7194 0.3036 -3.261 -0.690 0.128
O 2.5415 1.4254 -0.8498 0.153 0.139 -0.373
O 3.0307 -0.4560 0.4376 0.256 0.019 0.378
O 2.2502 -1.6136 0.0907 0.075 -0.532 -0.290
H -1.5904 2.2583 0.2537 0.221 -0.113 0.029
H -2.5741 0.2286 -0.0435 -0.136 0.031 -0.013
H -2.2366 -2.1665 -0.3399 -0.036 -0.071 0.003
H 0.0424 -3.1650 -0.2760 -0.017 -0.129 -0.033
H 2.4168 1.3147 1.2166 0.190 -0.141 -0.229
H 3.4547 1.7388 -0.8412 -0.072 -0.018 0.091
```
Forces are in eV/Å.

The orbital gap is 9.268 eV. For the energy, the calculation gives -15543.105 eV. As for the total charge: 0. For the strongest force on any atom, the calculation gives 3.41 eV/A. Its relative energy (zero: lowest compared OMol25 entry of this formula, charge and spin) is 3.359 eV. The SMILES is Oc1cccc2c1[C@H](O)OO2.

***

No. 2
C2H2ClN | wB97M-V/def2-TZVPD

The geometry in XYZ format:
```
6
Properties=species:S:1:pos:R:3:forces:R:3
Cl -1.5707 -0.9411 0.8309 0.005 -0.112 -0.005
C 0.0477 -0.4330 0.3434 0.026 0.632 0.027
C 0.2021 0.7274 -0.4991 -0.076 -1.236 0.672
N 0.3548 -0.3652 -1.1012 0.018 0.276 -0.332
H 0.8061 -0.7719 1.0333 -0.030 -0.118 -0.007
H 0.1599 1.7837 -0.6072 0.058 0.558 -0.355
```
Forces are in eV/Å.

The orbital gap is 11.066 eV. For the energy, the calculation gives -16116.779 eV. As for the total charge: 0. For the strongest force on any atom, the calculation gives 1.41 eV/A. Its relative energy (zero: lowest compared OMol25 entry of this formula, charge and spin) is 1.303 eV. The SMILES is Cl[C@@H]1C=N1.

***

No. 3
C7H17IP | wB97M-V/def2-TZVPD

The geometry in XYZ format:
```
26
Properties=species:S:1:pos:R:3:forces:R:3
C 3.5912 0.7293 0.5169 0.872 -0.795 0.247
C -2.4668 2.3007 0.1390 2.255 -2.172 -0.346
C -1.5800 -1.8879 -1.6948 2.387 1.220 -0.448
C 2.3199 -0.0111 0.7507 1.399 -2.452 -1.631
C -2.0523 1.1231 1.0772 0.482 2.157 0.590
C -2.2421 -0.6667 -1.0044 2.302 -2.483 1.240
C 2.5940 -1.4803 0.5109 -1.151 -1.138 -0.088
P -1.2041 -0.3861 0.5717 -2.284 -0.690 -0.171
I 0.7329 0.6374 -0.6428 0.504 0.401 0.226
H 3.7347 0.7686 -0.5522 0.450 0.354 -0.338
H 4.4578 0.0828 0.9300 -1.427 1.311 -0.450
H 3.5414 1.6967 0.9654 0.432 0.750 0.104
H -1.7273 2.3198 -0.6597 -0.395 0.133 -0.699
H -3.4624 2.1598 -0.1887 -0.853 0.259 -0.567
H -2.2618 3.1949 0.6409 -0.410 1.426 0.905
H -2.1191 -2.1179 -2.5689 -0.294 -0.104 -1.518
H -0.4184 -1.7923 -1.9311 -2.531 -0.007 0.313
H -1.6751 -2.7847 -1.1224 -0.087 -0.392 0.905
H 1.9369 -0.0028 1.7000 -1.361 1.058 2.289
H 1.8311 -2.1794 0.8180 -0.805 0.206 0.499
H -2.9234 1.0658 1.6909 -0.787 -1.524 0.547
H -1.3827 1.5203 1.8255 0.576 0.415 0.294
H -3.2844 -0.9451 -0.9279 -0.292 0.442 0.895
H -2.1162 0.3078 -1.3657 -0.249 1.020 -1.770
H 3.4584 -1.8632 1.0084 0.806 0.379 0.653
H 2.7176 -1.7894 -0.4870 0.461 0.226 -1.682
```
Forces are in eV/Å.

The orbital gap is 9.086 eV. For the energy, the calculation gives -24915.435 eV. As for the total charge: +1. For the strongest force on any atom, the calculation gives 3.61 eV/A. Its relative energy (zero: lowest compared OMol25 entry of this formula, charge and spin) is 1.564 eV.

***

No. 4
C37H36FN2O | wB97M-V/def2-TZVPD

The geometry in XYZ format:
```
77
Properties=species:S:1:pos:R:3:forces:R:3
C -0.7878 -2.2478 5.5071 -0.093 -0.139 0.026
O -0.9941 -3.1062 4.3578 1.119 0.600 -1.185
C -0.2426 -2.8635 3.2546 -0.538 0.013 0.562
C -0.5072 -3.6482 2.1007 0.004 0.130 0.311
C 0.1840 -3.4024 0.9429 0.137 0.034 0.081
C 1.1884 -2.3813 0.8577 0.144 -0.302 0.025
C 1.8009 -2.1600 -0.3972 -0.289 0.350 0.607
C 2.6306 -1.0882 -0.8115 0.407 0.565 -0.515
C 3.2575 -1.1888 -2.0963 -0.211 -0.104 0.251
C 4.1153 -0.2104 -2.5583 -0.057 -0.151 -0.035
C 4.4094 0.9133 -1.7709 -0.069 -0.269 -0.134
C 5.3588 1.9520 -2.2727 0.175 0.231 0.093
C 3.7766 1.0556 -0.5290 -0.231 -0.103 0.194
C 2.8685 0.1137 -0.0764 0.169 -0.131 -0.045
C 1.5062 -1.6878 2.0632 -0.359 0.056 0.326
C 0.7742 -1.8776 3.2177 0.039 -0.027 -0.059
H -1.4780 -2.6559 6.2458 0.194 0.230 -0.015
H 0.2489 -2.3018 5.8749 -0.388 -0.143 -0.135
H -1.0398 -1.2008 5.2752 -0.011 -0.419 -0.002
H -1.2690 -4.4216 2.1734 0.167 0.176 -0.091
H -0.0276 -3.9902 0.0512 -0.028 0.106 0.167
H 1.5651 -2.8969 -1.1654 0.069 0.074 0.068
H 3.0360 -2.0655 -2.7098 0.144 0.235 0.142
H 4.5815 -0.2945 -3.5430 -0.192 -0.081 0.314
H 5.5783 2.6774 -1.4854 0.034 -0.056 -0.179
H 6.2993 1.5020 -2.6100 -0.173 0.025 0.075
H 4.9425 2.4953 -3.1301 -0.019 -0.139 0.146
H 4.0042 1.9366 0.0762 -0.230 -0.259 -0.201
H 2.3195 0.3174 0.8396 0.178 0.007 -0.351
H 2.3439 -1.0005 2.1169 -0.177 -0.242 -0.068
H 0.9797 -1.2760 4.1071 0.090 -0.336 -0.435
F 2.6476 -5.3799 -4.8570 0.197 -0.305 0.218
C 3.3448 -6.5869 -4.5533 -0.275 -0.614 -0.103
C 2.4574 -7.7667 -5.0168 0.325 0.436 0.061
C 1.3512 -7.5417 -5.8371 0.003 -0.024 -0.026
C 0.5788 -8.6121 -6.2921 0.243 -0.014 0.188
C 0.9250 -9.9208 -5.9430 0.000 0.070 0.006
C 2.0396 -10.1555 -5.1314 0.032 0.434 0.078
C 2.7941 -9.0735 -4.6556 -0.114 -0.239 -0.191
C 4.6902 -6.5090 -5.2664 -0.534 0.183 -0.271
C 5.0985 -7.4575 -6.2016 0.326 0.138 0.163
C 6.3559 -7.3372 -6.8037 -0.264 -0.009 0.094
C 7.1734 -6.2509 -6.5003 0.080 0.003 0.102
C 6.7359 -5.2713 -5.6018 -0.236 -0.054 -0.024
C 5.4839 -5.3911 -5.0056 0.332 -0.126 -0.140
C 3.5074 -6.5386 -3.0102 0.049 0.368 0.188
C 2.1489 -6.6006 -2.2780 -0.001 0.513 -0.250
C 2.3347 -7.5407 -1.0948 -0.112 -0.491 0.207
C 3.8260 -7.8634 -1.0560 0.350 0.280 -0.054
N 4.3146 -7.6064 -2.4247 -0.627 -0.670 0.051
C 5.7351 -7.5529 -2.5554 0.590 0.111 0.096
C 6.4608 -6.4945 -1.9831 0.411 -0.294 -0.431
C 7.8451 -6.4454 -2.1956 -0.728 -0.323 0.063
N 8.4919 -7.3795 -2.8904 0.394 0.042 -0.092
C 7.8200 -8.4111 -3.4018 -0.574 0.170 0.358
C 6.4349 -8.5600 -3.2422 0.115 0.626 0.098
H 1.0981 -6.5253 -6.1353 0.062 -0.261 0.108
H -0.2842 -8.3996 -6.9245 0.229 -0.204 0.159
H 0.3248 -10.7554 -6.3090 0.202 0.219 0.108
H 2.3365 -11.1716 -4.8641 -0.170 0.292 -0.094
H 3.6657 -9.2197 -4.0166 -0.360 -0.121 -0.233
H 4.4479 -8.2983 -6.4364 0.240 0.193 0.012
H 6.6750 -8.1124 -7.5025 0.008 0.327 0.147
H 8.1597 -6.1621 -6.9578 -0.280 -0.037 0.117
H 7.3575 -4.4089 -5.3574 -0.076 -0.271 -0.173
H 5.1128 -4.6172 -4.3315 0.204 -0.216 -0.165
H 3.9679 -5.5602 -2.7698 -0.068 -0.097 -0.266
H 1.9178 -5.5797 -1.9458 -0.157 -0.226 -0.064
H 1.3376 -6.9326 -2.9360 0.243 0.127 0.107
H 2.0128 -7.0730 -0.1588 0.023 -0.209 -0.083
H 1.7520 -8.4590 -1.2343 0.095 0.213 0.032
H 4.3310 -7.1924 -0.3402 0.014 -0.127 -0.025
H 4.0428 -8.8967 -0.7588 -0.021 0.223 -0.076
H 5.9636 -5.7010 -1.4235 0.074 -0.221 -0.144
H 8.4391 -5.6214 -1.7866 -0.130 -0.313 -0.165
H 8.3998 -9.1554 -3.9590 -0.192 0.307 0.210
H 5.9138 -9.4044 -3.6926 0.075 0.254 0.161
```
Forces are in eV/Å.

The orbital gap is 5.080 eV. For the energy, the calculation gives -46691.317 eV. As for the total charge: +1. For the strongest force on any atom, the calculation gives 1.74 eV/A. Its relative energy (zero: lowest compared OMol25 entry of this formula, charge and spin) is 0.000 eV.